{"formula": "C4H18NO3PSSi", "method": "ωB97M-V/def2-TZVPD", "elements": ["H", "H", "H", "C", "C", "H", "H", "P", "S", "H", "H", "H", "O", "H", "O", "H", "C", "H", "H", "N", "Si", "C", "H", "O", "H", "H", "H", "H", "H"], "xyz": [[-0.417, 0.718, -0.626], [-2.720, -3.766, -1.002], [-0.226, 1.700, 4.319], [-0.066, 2.466, 2.305], [-1.010, -3.804, 0.323], [2.899, -0.642, -1.832], [-0.590, -4.729, -0.080], [2.582, 1.063, -3.365], [-0.693, 0.209, -1.931], [-2.575, -1.789, 0.164], [2.769, 3.134, -2.269], [-1.659, 1.352, 2.426], [-3.028, -2.528, 0.604], [-0.498, -2.953, -0.140], [2.875, -0.607, -2.834], [1.252, 2.641, 4.009], [0.549, 1.922, 3.578], [-0.800, -3.757, 1.396], [0.118, 2.800, -3.381], [3.268, 2.205, -2.127], [0.363, 1.360, -3.423], [-2.502, -3.733, 0.069], [-0.032, 0.864, -4.767], [-0.970, 1.516, 1.760], [0.710, 2.666, 1.560], [-0.608, 3.397, 2.498], [-3.012, -4.572, 0.551], [2.943, 1.884, -1.166], [1.079, 0.985, 3.380]], "forces_ev_per_a": [[-0.1, -0.2, -1.8], [0.0, -0.2, 0.0], [0.1, 0.1, 0.0], [-0.1, -0.1, 0.4], [0.2, -0.2, 0.1], [-0.3, -0.1, -1.6], [0.0, 0.1, 0.0], [1.7, -0.9, 0.0], [-0.2, 0.1, 1.3], [-0.3, -0.4, 0.2], [0.8, -1.4, 0.1], [0.3, 0.0, -0.4], [-0.1, 0.4, 0.0], [0.0, -0.1, -0.1], [-0.3, 2.8, 1.4], [-0.1, -0.1, 0.0], [0.2, 0.0, 0.1], [-0.1, -0.1, -0.1], [0.0, 0.4, 0.1], [-2.0, -0.7, 0.8], [0.0, -0.6, 0.8], [0.3, 0.2, -0.1], [-0.2, -0.1, 0.3], [-0.3, -0.2, -0.1], [-0.2, -0.1, 0.0], [0.2, 0.1, 0.0], [-0.1, 0.2, 0.0], [0.5, 0.7, -1.3], [0.0, 0.2, 0.0]], "gap_ev": 8.3, "smiles": "NP(O)[SiH2]S.CCO.CCO", "charge": 0, "mol_weight_g_mol": 219.32, "energy_ev": -40073.5623}

---

{"formula": "C23H49N2O2P3Y", "method": "ωB97M-V/def2-TZVPD", "elements": ["H", "P", "C", "C", "C", "H", "H", "C", "C", "H", "C", "Y", "H", "H", "H", "H", "P", "P", "H", "C", "H", "C", "H", "H", "H", "C", "H", "H", "C", "C", "C", "H", "H", "H", "H", "N", "H", "C", "C", "C", "H", "O", "H", "H", "H", "C", "H", "H", "C", "H", "H", "H", "H", "H", "H", "N", "H", "H", "H", "H", "H", "C", "H", "O", "C", "H", "H", "H", "H", "C", "H", "C", "C", "C", "H", "H", "H", "H", "H", "H"], "xyz": [[-2.362, 3.375, 0.540], [-0.799, 2.310, -1.004], [-2.588, -1.175, -5.179], [-1.194, -1.024, 5.773], [-2.111, 2.018, -2.263], [-2.869, 1.152, 1.822], [-3.075, -0.246, -4.866], [-2.616, -0.550, 5.817], [1.434, -0.719, -3.135], [-2.952, 1.443, -1.842], [0.479, -1.795, 4.121], [-0.088, -0.181, 0.236], [3.031, 1.671, -2.242], [3.444, 2.464, -0.163], [2.452, -2.894, -1.159], [-2.481, 2.995, -2.605], [2.220, -0.496, -1.502], [2.270, 1.049, 1.475], [-3.685, -1.348, -7.019], [3.766, 0.018, 1.760], [-3.273, -1.290, 5.349], [-1.232, -0.225, 3.450], [4.524, 0.600, 2.305], [-0.390, -2.831, -1.545], [1.773, 0.794, 3.869], [-1.617, -1.772, -4.361], [4.197, -0.338, 0.815], [3.782, 2.951, 1.524], [3.003, 2.605, 0.830], [3.500, 0.697, -2.050], [-2.611, 1.628, 2.782], [-3.494, 2.144, 3.183], [0.959, -2.025, 5.078], [-0.577, -4.284, -6.390], [3.522, -2.298, -2.458], [-2.219, 0.622, 3.751], [-2.528, -3.447, -7.704], [-2.905, -1.779, -6.386], [1.969, 1.629, 3.188], [0.457, 3.175, -2.043], [-1.947, 4.496, -0.783], [-0.772, -0.248, 2.228], [1.107, 2.308, 3.203], [0.776, 2.542, -2.883], [-3.786, 1.077, 5.032], [-0.626, -2.499, -0.533], [-0.551, -0.403, 6.416], [0.596, -1.416, -3.076], [3.132, -2.086, -1.453], [-1.701, -2.288, -0.394], [3.493, -0.856, 2.367], [-1.711, 1.467, -3.125], [3.925, 0.324, -2.993], [4.310, 0.827, -1.322], [-2.942, -0.449, 6.855], [-0.709, -1.005, 4.396], [-0.202, -2.853, 1.549], [1.355, 3.409, -1.452], [3.959, -2.050, -0.734], [1.258, -2.998, 0.459], [-2.303, -1.017, -2.656], [-1.149, -3.423, -6.042], [0.054, 4.115, -2.448], [-1.455, -1.328, -3.049], [-2.737, 0.770, 5.106], [1.040, 0.228, -3.520], [1.185, -1.253, 3.479], [-1.133, -2.049, 6.143], [0.202, -2.739, 3.635], [0.213, -2.697, 0.547], [-0.784, 4.189, 0.544], [-0.793, -2.795, -4.836], [-1.545, 3.730, -0.102], [-2.231, -2.939, -6.785], [2.851, 2.178, 3.548], [0.106, -3.100, -4.297], [-1.811, 2.375, 2.626], [2.193, -1.102, -3.830], [-2.198, 1.561, 5.660], [2.218, 3.371, 0.769]], "forces_ev_per_a": [[0.2, 0.1, -0.2], [-0.6, 1.4, -1.2], [0.3, -0.3, 0.5], [0.0, 0.0, 0.6], [-0.1, -0.3, 0.0], [0.0, 0.3, 0.3], [0.0, -0.4, 0.0], [-0.6, -0.2, 0.4], [-0.3, -0.1, -0.1], [0.2, 0.3, -0.1], [0.1, -0.4, -0.2], [1.1, 2.3, 0.8], [0.2, -0.2, 0.0], [-0.1, 0.1, 0.3], [0.2, 0.1, -0.2], [0.1, -0.3, 0.1], [0.4, -0.4, -1.4], [0.6, 0.6, 0.9], [0.3, -0.2, 0.2], [-0.2, -0.3, -0.2], [0.0, 0.1, 0.0], [-0.2, 0.3, 0.7], [-0.3, -0.1, -0.2], [0.4, 0.8, 0.1], [0.0, 0.2, -0.1], [-0.4, 0.1, -1.1], [-0.1, 0.1, 0.3], [-0.2, -0.1, -0.2], [-0.2, 0.0, -0.4], [0.1, 0.2, 0.3], [-0.1, 0.2, -0.3], [0.3, -0.2, -0.3], [0.0, 0.1, -0.3], [-0.2, 0.3, 0.1], [0.0, 0.1, 0.3], [0.3, 0.2, -0.6], [0.1, 0.2, 0.3], [0.1, -0.2, -0.2], [-0.3, 0.0, 0.1], [0.5, -0.2, 0.1], [0.3, -0.4, 0.0], [-0.2, -0.2, 0.2], [0.2, -0.1, 0.1], [-0.2, 0.1, 0.2], [0.2, -0.1, 0.0], [0.9, -2.3, 1.6], [0.0, -0.1, -0.3], [0.4, 0.2, -0.1], [0.1, 0.0, 0.3], [0.3, -0.1, 0.2], [0.1, 0.2, -0.1], [-0.1, 0.1, 0.2], [-0.1, 0.1, 0.3], [-0.2, 0.0, -0.2], [0.1, 0.0, -0.1], [0.5, 0.2, -0.7], [0.0, 0.9, -0.2], [-0.3, 0.0, -0.1], [-0.1, -0.1, -0.2], [-0.2, 0.1, -0.3], [0.6, -0.5, -1.1], [-0.1, 0.5, 0.1], [0.0, -0.3, 0.2], [-0.5, 0.8, 1.4], [-0.2, 0.3, 0.6], [0.0, -0.1, 0.0], [-0.2, -0.1, 0.2], [0.1, 0.0, -0.1], [0.2, 0.1, 0.2], [-1.6, -1.8, -1.4], [-0.2, 0.0, -0.1], [-0.5, 0.0, -0.1], [0.1, -0.2, 0.7], [0.1, -0.1, -0.1], [-0.3, -0.2, -0.1], [-0.5, -0.2, 0.0], [-0.3, -0.3, 0.0], [-0.2, 0.1, 0.1], [-0.1, -0.2, -0.3], [0.2, -0.1, 0.0]], "gap_ev": 5.0, "charge": 3, "mol_weight_g_mol": 567.49, "energy_ev": -60608.1258}

---

{"formula": "CH3N5", "method": "ωB97M-V/def2-TZVPD", "elements": ["N", "H", "N", "N", "C", "N", "H", "H", "N"], "xyz": [[-0.085, -0.998, 0.148], [2.493, -0.953, 0.058], [-1.285, 0.742, 0.092], [2.149, 0.081, 0.057], [0.851, 0.136, -0.099], [-1.385, -0.679, -0.198], [0.032, -1.627, -0.562], [-1.968, -0.896, 0.796], [-0.204, 1.234, -0.057]], "forces_ev_per_a": [[2.5, -0.4, -0.4], [-1.1, 2.3, 0.2], [-3.4, 1.0, -1.8], [-2.9, -0.9, -1.3], [-0.1, -1.9, 1.8], [-2.0, 2.2, 6.1], [2.0, -2.9, -1.7], [1.3, 0.2, -3.5], [3.7, 0.4, 0.7]], "gap_ev": 10.0, "smiles": "[H]/N=c1/nn[nH][nH]1", "charge": 0, "mol_weight_g_mol": 85.07, "energy_ev": -8531.5842}

---

{"formula": "C3H4O2", "method": "ωB97M-V/def2-TZVPD", "elements": ["C", "H", "O", "O", "H", "C", "C", "H", "H"], "xyz": [[2.393, 0.143, -0.035], [-0.235, -0.408, 1.361], [3.304, 0.859, -0.020], [2.078, -1.076, 0.242], [-1.027, -0.546, -0.192], [1.013, -0.271, -0.315], [-0.237, 0.045, 0.391], [0.673, -0.517, -1.661], [-0.303, 1.061, 0.285]], "forces_ev_per_a": [[-2.8, 0.3, -0.9], [0.0, 0.5, 1.0], [2.2, 1.5, 0.2], [0.3, -3.0, 0.9], [0.6, 1.3, 1.0], [-0.1, 0.3, -5.4], [-0.9, -4.0, -1.3], [1.6, 0.5, 4.1], [-1.0, 2.5, 0.4]], "gap_ev": 10.8, "charge": 0, "mol_weight_g_mol": 72.06, "energy_ev": -7267.8855}

---

{"formula": "C29H63HgN2O11S4", "method": "ωB97M-V/def2-TZVPD", "elements": ["H", "O", "H", "C", "C", "H", "C", "C", "H", "H", "H", "C", "H", "H", "H", "H", "H", "H", "H", "H", "H", "C", "H", "H", "H", "H", "C", "H", "H", "C", "H", "H", "S", "H", "H", "C", "C", "H", "O", "H", "H", "H", "O", "H", "C", "Hg", "H", "H", "C", "H", "H", "H", "C", "H", "C", "O", "H", "H", "C", "C", "H", "H", "C", "S", "C", "H", "C", "O", "H", "C", "S", "H", "C", "O", "H", "H", "H", "O", "O", "C", "O", "H", "H", "H", "C", "N", "H", "H", "H", "H", "O", "C", "H", "H", "H", "H", "N", "H", "H", "S", "C", "H", "H", "C", "C", "H", "O", "H", "C", "C"], "xyz": [[21.084, -4.069, 0.287], [9.216, -11.102, -7.229], [14.240, 3.502, -13.732], [15.702, 0.340, -11.841], [20.954, -4.748, -0.556], [16.305, 3.363, -3.539], [9.624, -9.279, -5.112], [20.913, -6.090, -8.028], [10.908, 3.157, -8.104], [22.498, -4.891, -9.952], [7.090, -7.438, -6.508], [10.512, 0.465, -8.710], [14.066, 4.339, -3.632], [10.355, -8.487, -4.949], [19.756, -2.321, -2.691], [19.478, -3.716, -3.532], [17.886, 0.255, -15.282], [13.909, 2.437, -12.412], [17.860, -4.190, -1.849], [7.806, -9.017, -8.137], [16.453, 2.961, -12.719], [15.743, 3.340, -2.606], [21.608, -3.491, -10.236], [19.343, 0.230, -14.427], [8.479, -0.187, -5.975], [8.714, -1.207, -7.405], [10.126, 1.671, -6.629], [14.875, 1.402, -3.263], [9.892, -10.127, -4.482], [16.140, 1.142, -10.618], [11.051, -0.676, -5.436], [14.623, 0.367, -11.992], [21.441, -3.984, -2.172], [7.557, -9.361, -5.174], [14.793, 5.353, -2.415], [10.357, 3.112, -7.164], [14.388, 2.478, -13.390], [9.443, 1.820, -5.793], [14.061, -5.557, -6.156], [13.863, 1.791, -14.054], [20.758, -5.679, -11.573], [21.941, -4.173, -7.710], [14.934, -3.650, -5.478], [8.083, -8.156, -4.117], [13.995, 1.915, -1.380], [15.272, -8.436, -7.876], [18.295, 1.119, -12.341], [10.527, 1.391, -9.286], [18.825, -3.974, -1.391], [15.630, 0.843, -9.702], [10.390, -0.554, -10.637], [10.905, 3.719, -6.444], [14.881, -4.645, -6.309], [10.194, -1.586, -9.227], [10.355, -1.236, -6.060], [22.399, -2.895, -1.890], [20.251, -3.981, -8.279], [17.845, -0.452, -12.756], [17.717, 0.578, -13.090], [15.222, 1.893, -2.354], [15.701, -3.136, -5.742], [21.689, -5.508, -0.291], [8.609, -8.520, -7.593], [9.814, -9.781, -6.999], [14.557, 4.318, -2.659], [13.076, 1.551, -1.837], [8.331, -8.599, -5.082], [18.920, -7.314, -9.408], [15.951, 2.215, -10.635], [15.891, 2.259, -13.334], [13.543, 3.719, -1.243], [10.033, -2.166, -5.591], [9.176, -0.450, -6.771], [21.827, -5.109, -3.016], [19.444, -5.018, -10.582], [18.510, 1.791, -14.772], [11.465, 0.123, -8.305], [12.137, 3.990, -1.562], [15.685, -4.800, -7.229], [21.486, -4.500, -9.843], [14.140, 4.377, -0.081], [11.046, -1.627, -6.806], [21.769, -6.563, -7.547], [16.158, 2.406, -14.381], [9.967, -0.601, -9.634], [16.249, 0.836, -13.067], [19.512, -6.123, -1.223], [18.560, -3.192, -0.680], [16.338, 3.792, -1.811], [16.001, 1.305, -1.867], [21.340, -7.951, -9.996], [20.452, -5.430, -10.557], [11.083, 1.322, -6.239], [9.411, 3.596, -7.406], [8.558, -6.713, -6.144], [8.893, -0.459, -9.760], [9.572, 0.705, -7.544], [9.083, -7.731, -8.177], [19.216, -5.314, 0.315], [20.336, -6.955, -9.552], [8.134, -7.698, -6.339], [14.115, 1.397, -0.428], [20.130, -6.208, -7.279], [19.505, -5.154, -0.724], [18.388, 0.755, -14.454], [15.900, -0.715, -11.649], [11.180, -9.422, -7.482], [17.223, 1.051, -10.530], [19.760, -3.399, -2.528], [21.153, -4.590, -8.338]], "forces_ev_per_a": [[-0.2, 0.7, -0.4], [1.1, 1.6, 0.3], [-0.2, 0.0, -0.2], [-1.5, 0.3, 0.4], [1.0, 0.6, -0.3], [0.1, 0.1, 0.1], [2.2, 0.2, -1.9], [-0.5, 0.3, 0.8], [0.3, -0.2, 0.1], [0.0, -0.5, -0.3], [-0.2, -0.4, 0.3], [-1.9, -0.2, 0.5], [-0.5, -0.4, 0.3], [0.7, -0.3, -0.2], [0.2, 0.1, 0.9], [0.1, -0.8, 0.1], [-0.5, -0.1, 0.2], [0.0, -0.1, 0.1], [0.1, -0.4, 0.0], [0.1, 0.0, 0.2], [-0.1, 0.1, 0.2], [-0.5, 0.6, -0.3], [-0.8, 0.0, 0.0], [0.3, 0.4, 0.1], [-0.2, 0.4, -0.3], [-0.2, 0.2, -0.1], [0.1, 2.1, -0.1], [0.4, 0.2, -0.1], [-0.6, -0.1, -0.2], [0.1, 0.4, 0.5], [-0.7, 0.2, 0.5], [-0.2, 0.1, 0.4], [1.6, -0.2, 2.5], [-0.3, -0.3, 0.0], [0.2, -0.2, 0.2], [-0.2, -0.5, -0.7], [-0.1, 0.7, 0.9], [0.0, -0.4, 0.1], [-1.2, -1.3, 0.1], [0.3, 0.0, -0.1], [-0.1, -0.2, 0.1], [-0.1, 0.0, 0.0], [-0.4, 0.7, 0.8], [0.4, 0.5, -0.1], [-0.4, 1.1, -0.7], [-0.2, 0.4, 0.2], [-0.2, 0.7, 0.1], [0.6, 0.1, 0.4], [-0.3, 0.7, -1.3], [0.2, -0.5, 0.0], [0.2, 0.1, 0.1], [-0.1, -0.1, 0.1], [0.8, -0.4, -0.2], [-0.3, -0.1, -0.1], [0.6, -0.2, -1.1], [-1.7, -1.3, -1.0], [-0.2, -0.2, 0.8], [-0.1, -0.2, -0.2], [-0.5, -0.4, -1.0], [-0.5, 0.4, 1.3], [0.4, 0.5, 0.0], [-0.2, -0.4, -0.6], [0.5, 1.5, 1.1], [0.6, 0.7, 0.5], [0.0, -0.9, 0.1], [0.2, -0.3, -0.1], [-2.9, -0.7, -0.3], [1.3, 0.1, -0.1], [-0.2, 0.0, -0.6], [-0.4, -1.6, -1.5], [-0.4, 2.1, -0.4], [-0.4, 0.4, 0.4], [0.8, -1.5, 0.5], [-0.6, 1.2, 0.0], [0.0, 0.1, 0.1], [0.2, 0.0, 0.3], [0.5, 0.5, -0.1], [1.3, -1.0, 0.6], [0.6, 0.1, -0.9], [0.5, -1.2, 0.2], [-0.5, -1.3, -0.8], [0.0, 0.0, -0.6], [0.2, -0.1, -0.7], [0.7, 0.2, 0.1], [-0.1, -0.3, 0.0], [2.0, 0.7, 0.4], [-0.6, 0.2, -0.4], [0.5, 0.0, 0.2], [0.5, -0.9, 0.2], [0.1, -0.1, -0.4], [-1.9, 1.7, 0.8], [0.7, 0.4, -0.1], [0.2, -0.2, 0.2], [-0.1, 0.0, 0.3], [0.9, -0.2, -0.6], [-0.1, -0.2, 0.1], [1.1, -0.1, -0.2], [0.4, -0.8, -0.6], [-0.8, -0.1, -0.2], [1.2, -0.2, -0.2], [-0.5, -0.9, 0.7], [0.2, 0.5, 0.1], [-0.3, 0.0, -0.2], [1.2, -0.4, 1.0], [-0.1, -0.4, -0.2], [0.5, 0.0, -0.4], [-2.3, -0.9, 0.9], [-0.1, -0.2, 0.4], [-0.4, 0.0, -0.3], [-0.3, -0.2, -1.2]], "gap_ev": 1.5, "charge": 1, "mol_weight_g_mol": 944.68, "energy_ev": -104095.9408}

---

{"formula": "C6H9N3", "method": "ωB97M-V/def2-TZVPD", "elements": ["H", "C", "H", "N", "H", "H", "H", "H", "H", "C", "C", "C", "N", "C", "H", "C", "N", "H"], "xyz": [[3.409, -0.660, 0.719], [1.253, -0.707, -0.757], [1.471, -0.828, 1.334], [1.838, 0.645, -0.389], [-1.812, -1.801, 0.497], [1.674, -0.905, -1.717], [-2.960, 0.071, -0.758], [-0.901, -1.311, -1.484], [-2.601, 1.224, 0.367], [0.973, 1.736, 0.130], [2.175, -0.526, 0.402], [-0.246, -0.749, -0.607], [-0.835, 0.710, -0.766], [-1.362, -0.776, 0.665], [-1.047, -0.825, 1.827], [-2.089, 0.355, -0.101], [-0.272, 1.835, -0.073], [1.331, 2.513, 0.712]], "forces_ev_per_a": [[-3.8, -0.2, -1.7], [0.8, 1.8, -0.1], [1.9, 1.3, -1.6], [-1.3, 0.8, 1.4], [-0.1, 1.1, 0.6], [-0.2, -0.8, -0.5], [1.4, -0.6, 0.0], [2.4, 1.1, 2.1], [1.1, -0.5, 0.6], [-0.1, -2.9, -1.3], [0.9, -0.5, 3.8], [-3.7, 1.8, -0.1], [-0.1, 1.1, -1.5], [0.8, -3.6, 0.6], [-0.5, 1.0, -2.9], [-0.8, 0.6, 0.7], [-0.4, -2.5, -0.8], [1.7, 1.2, 0.8]], "gap_ev": 9.0, "smiles": "C1=NN2CC[C@@H]2[C@@H]2CN12", "charge": 0, "mol_weight_g_mol": 123.16, "energy_ev": -10831.8187}